1.
{"formula": "C11H14", "method": "ωB97M-V/def2-TZVPD", "elements": ["H", "C", "H", "C", "H", "H", "C", "H", "H", "C", "H", "H", "H", "C", "H", "C", "C", "C", "C", "C", "C", "H", "H", "H", "H"], "xyz": [[-4.0706, 0.5822, 0.2296], [0.7161, -0.4081, -1.8650], [0.5032, 1.8012, 2.8434], [1.4481, 1.7510, 2.3161], [-3.0591, -0.0781, 1.5639], [2.0784, 1.5522, 0.2587], [1.1634, 1.5044, 0.8225], [0.5524, 2.2943, 0.3845], [1.8770, -3.5421, -1.8601], [-1.8953, 0.6098, -0.1276], [-1.7608, 1.6284, 0.2021], [1.9368, 2.7470, 2.4430], [-3.3682, -1.0007, 0.1236], [-3.1829, 0.0215, 0.4862], [-1.9152, 0.5394, -1.2182], [0.5302, 0.1067, 0.6858], [0.3975, -0.8433, -0.4853], [0.8976, -2.2442, -0.3854], [1.4249, -2.5647, -1.6035], [-0.7393, -0.2508, 0.3257], [1.3405, -1.4516, -2.5100], [0.8596, -2.8487, 0.4912], [2.1359, 0.9915, 2.7431], [0.4465, 0.5432, -2.3368], [1.6830, -1.4404, -3.5276]], "forces_ev_per_angstrom": [[-0.2, 0.4, 0.2], [0.4, -0.8, -1.1], [0.0, -0.2, 0.4], [0.8, 1.1, -0.3], [-0.2, 0.3, 0.0], [0.5, -0.3, -0.2], [0.1, -1.4, 1.2], [-0.5, -0.1, 0.2], [-0.3, 0.8, 0.2], [-0.6, -1.9, 0.9], [0.1, 0.4, 0.0], [-0.3, -0.7, 0.0], [0.2, 0.2, 0.0], [0.1, -0.5, -0.4], [-0.1, 0.2, 0.1], [-3.1, 1.1, -1.8], [0.4, -0.7, 0.3], [0.2, 0.4, -1.8], [0.3, -1.4, 1.1], [3.6, 2.1, -0.1], [-1.1, 1.6, 0.8], [-0.1, -0.2, 0.4], [-0.6, 0.4, -0.3], [0.2, -0.3, 0.4], [0.1, 0.0, -0.2]], "mulliken_charge": [0.41, -0.97, 0.31, -1.21, 0.34, 0.33, -0.37, 0.38, 0.38, -0.16, 0.27, 0.37, 0.31, -1.35, 0.30, -0.32, 1.75, -1.08, -0.29, -0.39, -0.62, 0.46, 0.30, 0.39, 0.46], "relative_energy_kj_mol": 229.0, "lumo_energy_ev": 0.246, "homo_ev": -8.225, "multiplicity": 1}

2.
{"formula": "C11H14AuClN2O6Pt", "method": "ωB97M-V/def2-TZVPD", "elements": ["O", "H", "C", "N", "C", "C", "H", "C", "O", "C", "O", "Au", "H", "C", "H", "N", "H", "H", "C", "H", "Cl", "H", "C", "C", "O", "H", "O", "H", "H", "C", "O", "H", "H", "Pt", "H", "C"], "xyz": [[2.0443, -2.6882, 5.0313], [-2.4829, -1.2540, 0.1462], [0.6075, 0.0037, 0.9322], [-0.6970, 2.6865, 4.7086], [-0.0798, 1.5044, 4.2205], [1.0959, -0.8996, 3.2332], [1.2608, 1.2078, -4.3080], [2.0966, 1.0202, -5.0210], [0.6310, 1.1797, 0.3095], [-0.8512, -1.3565, -6.2216], [1.4421, -1.4134, 6.7349], [1.1212, -0.4711, -6.2600], [-0.8010, -2.4633, -6.2206], [-1.3697, 0.9320, -2.4355], [-2.9725, -1.0729, -1.5662], [1.5383, -1.6479, 5.5124], [-1.5352, -0.9915, -7.0191], [-2.1268, 0.5640, -3.1255], [-0.0114, 1.2854, 2.8366], [-1.1717, -1.0004, -5.2081], [0.2001, -2.0967, -3.6530], [-0.3930, 2.0164, 2.1246], [-2.1332, -1.3195, -0.9084], [0.4490, 0.5326, 5.0928], [-1.1332, 3.5096, 3.8713], [2.9552, 0.5988, -4.4587], [0.4311, -1.0341, 0.2263], [2.4086, 1.9421, -5.5513], [1.5348, -1.7992, 2.8119], [1.0343, -0.6670, 4.6208], [-0.7715, 2.8301, 5.9414], [0.3939, 0.7107, 6.1626], [-1.8014, -2.3595, -1.0971], [-0.7312, 0.2151, -0.8792], [-0.7675, 1.7056, -2.9837], [0.5854, 0.0899, 2.3996]], "forces_ev_per_angstrom": [[-0.6, 1.2, 0.5], [0.1, -0.1, -0.6], [1.1, 1.1, 2.3], [-0.3, 0.7, 0.6], [0.6, -1.2, 0.7], [0.0, -0.3, -0.9], [0.7, 0.0, -0.6], [-0.2, 0.2, 0.9], [0.0, -1.4, 0.0], [-1.1, 0.1, 0.5], [0.2, -0.4, -1.0], [-0.2, -0.2, 0.9], [0.3, 0.7, 0.0], [-0.3, 2.6, -4.3], [0.4, 0.2, 0.0], [0.2, -0.3, 0.7], [0.9, 0.1, 0.3], [-0.2, -0.4, 0.5], [-0.2, 0.4, -0.6], [-0.1, -0.4, -1.4], [0.7, 0.2, 0.1], [0.1, -0.3, 0.5], [-0.9, -0.3, 1.2], [-0.3, 0.4, 0.0], [0.5, -1.0, 1.0], [-0.6, -0.1, -0.6], [0.9, -0.3, 0.9], [-0.4, -0.7, 0.0], [-0.1, 0.2, 0.3], [-0.3, 0.6, -0.2], [-0.1, 0.1, -1.1], [0.0, -0.1, -0.2], [0.5, 1.0, -0.1], [-1.2, -2.1, -0.5], [-0.4, -0.3, 1.0], [0.2, 0.0, -0.7]], "mulliken_charge": [-0.66, 0.40, 0.73, 0.96, -0.60, -0.83, -0.11, -0.61, -0.59, -0.77, -0.65, 0.39, 0.37, -0.76, 0.36, 0.95, 0.36, 0.37, -0.60, 0.01, -0.24, 0.58, -1.20, -0.16, -0.66, 0.34, -0.59, 0.37, 0.55, -0.25, -0.64, 0.59, 0.34, 0.84, 0.44, 0.99], "relative_energy_kj_mol": 189.6, "lumo_energy_ev": [-1.503, -5.415], "homo_ev": [-5.471, -9.550], "s2": 12.054, "multiplicity": 7}

3.
{"formula": "C11H14BBr2MgN2O4S", "method": "ωB97M-V/def2-TZVPD", "elements": ["C", "C", "H", "H", "C", "H", "C", "N", "H", "H", "O", "C", "S", "C", "C", "N", "Br", "H", "C", "H", "H", "C", "H", "H", "H", "C", "C", "Br", "Mg", "O", "O", "H", "B", "H", "O", "H"], "xyz": [[1.1958, 0.1268, 2.3174], [2.4812, -0.5583, 1.7887], [-1.0797, 1.8191, 0.6815], [-1.0321, -5.5329, 1.2445], [7.9362, -0.2779, -3.6539], [8.5528, 0.4363, -3.1085], [4.3392, -1.2081, -1.5128], [2.5008, -0.4871, 0.3452], [6.4325, -2.5316, -3.8058], [7.6955, 0.1632, -4.6239], [3.0633, -2.9472, -0.0918], [4.8588, -2.1216, -2.4180], [2.8483, -1.6334, -0.6401], [6.1473, 0.2902, -1.9738], [4.9778, -0.0034, -1.2860], [-0.5730, -2.4681, 0.0723], [0.2667, 2.0575, -1.3814], [6.6531, 1.2308, -1.7894], [-0.9184, -3.5695, 0.1447], [-1.0579, -5.6225, -0.7596], [3.3277, -0.0329, 2.2375], [6.6826, -0.6075, -2.8899], [4.3544, -3.0669, -2.5689], [2.4863, -1.5895, 2.1600], [-2.6679, -4.9619, 0.2366], [6.0225, -1.8169, -3.1017], [-1.3671, 1.9400, -0.3583], [-2.3462, 0.3616, -0.8670], [0.4874, -0.7431, -0.1766], [0.2101, 0.2480, 1.4829], [1.7768, -1.5264, -1.6667], [-1.9689, 2.8143, -0.5677], [-1.4581, -5.0424, 0.2245], [4.5526, 0.6880, -0.5702], [1.2146, 0.5718, 3.4549], [8.5296, -1.1737, -3.8378]], "forces_ev_per_angstrom": [[0.1, 0.7, 0.1], [0.1, -0.1, 0.3], [0.0, 0.0, 0.0], [0.0, 0.0, 0.1], [0.0, 0.0, 0.0], [0.0, 0.0, 0.0], [-0.1, 0.0, 0.1], [-0.2, -0.1, -0.4], [0.0, 0.0, 0.0], [0.0, 0.0, 0.0], [0.1, -0.1, 0.0], [0.0, -0.1, 0.0], [0.4, 0.2, 0.1], [0.0, 0.0, 0.0], [0.0, 0.0, 0.0], [0.2, 0.0, -0.1], [0.0, 0.0, 0.0], [0.0, 0.0, 0.0], [-0.1, 0.3, 0.0], [0.0, -0.1, 0.0], [-0.1, 0.0, 0.0], [0.0, 0.0, 0.0], [0.0, 0.0, 0.0], [0.0, 0.0, 0.0], [-0.1, 0.0, 0.0], [0.0, 0.0, 0.0], [0.0, 0.1, 0.0], [0.0, 0.0, 0.0], [-0.5, -0.1, -0.1], [0.1, -0.2, 0.0], [0.0, -0.1, 0.0], [0.0, 0.0, 0.0], [0.0, -0.1, 0.0], [0.0, 0.0, 0.0], [-0.1, -0.2, 0.0], [0.0, 0.0, 0.0]], "mulliken_charge": [0.55, -0.43, 0.29, -0.14, -1.39, 0.36, 0.09, -0.47, 0.34, 0.28, -0.70, -0.66, 1.63, -0.81, -0.18, -0.64, -0.06, 0.32, 0.26, -0.14, 0.29, 0.91, 0.41, 0.31, -0.14, -0.83, -0.49, -0.08, 0.82, -0.58, -0.71, 0.36, 0.13, 0.47, -0.71, 0.36], "lumo_energy_ev": 2.190, "homo_ev": -6.208, "total_charge": -1, "multiplicity": 1}

4.
{"formula": "C11H14BCaN7", "method": "ωB97M-V/def2-TZVPD", "elements": ["H", "C", "B", "C", "H", "C", "H", "Ca", "H", "H", "N", "H", "C", "H", "H", "N", "H", "N", "N", "H", "N", "C", "H", "N", "C", "C", "N", "H", "C", "C", "C", "C", "H", "H"], "xyz": [[-0.4975, 4.3612, 1.1711], [-2.1368, -2.6085, -0.8298], [-0.5093, 0.6136, -1.7261], [-0.1869, 2.8094, -0.3703], [-1.3489, -4.0014, -2.3735], [-0.4311, -0.9815, 3.7114], [0.6355, 3.1376, -0.9874], [-3.0810, -0.2260, 0.9838], [3.6658, 0.4564, 0.2292], [1.3294, -0.3742, 2.7346], [-0.8139, 1.6310, -0.5934], [-0.1182, -1.7351, -3.2817], [1.9162, -0.0666, -2.5018], [1.4440, -0.0585, 4.4414], [1.6095, -0.3217, -3.5086], [-1.0587, -0.8402, -1.5950], [0.1074, -1.3061, 4.6819], [1.0249, 0.3844, -1.5884], [-1.8804, 1.5092, 0.2797], [1.6577, -1.7151, 3.7844], [-1.3792, -0.8176, 3.0151], [-1.4046, -3.0143, -1.9515], [-0.7955, 1.0811, -2.7889], [-1.9592, -1.2701, -0.6361], [1.0631, -0.7952, 3.7231], [-0.7865, 3.4290, 0.7216], [1.6467, 0.6451, -0.3909], [4.0989, -0.4091, -2.3228], [2.9384, 0.3448, -0.5647], [-0.7582, -1.8706, -2.4178], [-1.8383, 2.5916, 1.1066], [3.1672, -0.1009, -1.8870], [-2.7644, -3.2090, -0.1788], [-2.5560, 2.7274, 1.9105]], "forces_ev_per_angstrom": [[0.0, 0.0, 0.0], [0.7, 1.2, -0.8], [1.5, 0.0, 0.2], [-0.7, -0.8, 0.4], [0.0, 0.0, 0.0], [5.6, -1.2, 4.7], [0.0, -0.2, 0.1], [1.5, -0.6, 2.3], [-0.3, 0.0, 0.0], [0.9, 0.3, -0.4], [-1.8, 0.6, 0.8], [-0.1, 0.0, 0.3], [0.6, 0.2, 0.7], [-0.6, -0.3, 0.2], [0.1, 0.1, 0.1], [-2.1, -1.0, 0.7], [-5.5, -1.9, 3.1], [0.9, 0.7, 0.5], [1.2, 1.4, 0.0], [-0.7, -0.1, 0.3], [-4.4, 0.9, -3.6], [-0.1, 0.2, 0.1], [-0.1, -0.1, -0.3], [1.0, -1.2, -1.2], [2.9, 2.7, -5.8], [-0.2, -0.1, -0.1], [0.4, -0.5, -0.6], [0.1, 0.0, -0.1], [-0.9, -0.1, -0.9], [-0.5, 0.2, 0.9], [0.7, -0.5, -1.3], [-0.6, -0.1, -0.1], [0.1, 0.2, -0.1], [0.1, -0.1, -0.1]], "mulliken_charge": [0.40, -0.22, 0.07, -0.19, 0.39, -0.38, 0.42, 1.77, 0.41, -0.18, 0.50, 0.32, -0.31, 0.28, 0.49, 0.40, 0.19, 0.48, -0.82, 0.29, -0.50, -0.82, -0.10, -0.60, -0.53, -0.81, -0.64, 0.40, -0.39, -0.14, -0.11, -0.83, 0.38, 0.37], "relative_energy_kj_mol": 389.0, "lumo_energy_ev": -1.344, "homo_ev": -4.876, "multiplicity": 1}